Entry 1:
The following is a quantum chemistry calculation of 2 unconnected molecules or ions with the total composition C5H9NO3, from the OMol25 dataset.

CARTESIAN COORDINATES (ANGSTROEM)
C (-0.50855, 0.77655, 0.39761)
C (-0.75322, 1.68976, -0.78172)
C (1.69640, 0.16783, -0.02745)
N (-0.28392, -2.39372, 0.08665)
C (1.61202, -1.03390, -0.59472)
C (0.19853, -1.33014, -0.55974)
O (-1.68342, 0.07518, 0.71394)
O (-0.12961, 1.43649, 1.55633)
O (2.27143, 1.07774, 0.49659)
H (-1.69515, 0.00068, 1.67685)
H (0.80981, 1.68079, 1.47607)
H (-1.28418, -2.49525, 0.17503)
H (0.28964, -2.84958, 0.78015)
H (2.41576, -1.68641, -0.92523)
H (-0.49911, -0.88564, -1.25406)
H (0.14946, 2.25636, -1.00778)
H (-1.04452, 1.12550, -1.66908)
H (-1.56139, 2.38777, -0.53941)

Calculated values
HOMO level (alpha / beta) = -0.263 / -0.263 Ha
LUMO level (alpha / beta) = 0.54 / 0.54 eV
spin multiplicity = 1
total charge = 0
orbital gap (alpha / beta) = 7.71 / 7.71 eV

***

Entry 2:
The following is a quantum chemistry calculation of 2 unconnected molecules or ions with the total composition C2H8N2O in a non-equilibrium geometry, from the OMol25 dataset.

CARTESIAN COORDINATES (ANGSTROEM)
N (1.36063, 0.82960, 0.94851)
C (1.94147, -0.36006, 0.53414)
O (3.12572, -0.45227, 0.33595)
H (0.36731, 0.94969, 1.02722)
H (2.16199, 1.38820, 1.21708)
H (1.14676, -1.08687, 0.39163)
C (-1.37079, -0.58639, -1.01101)
N (-1.48929, 0.35552, 0.07970)
H (-2.00316, -0.35359, -1.88595)
H (-0.38527, -0.41416, -1.46244)
H (-1.49943, -1.63684, -0.77076)
H (-2.29991, 0.12489, 0.60882)
H (-1.05602, 1.24227, -0.01290)

Calculated values
HOMO level = -0.347 Ha
SMILES string = NC=O.CN
LUMO level = 0.93 eV
spin multiplicity = 1
total charge = 0
orbital gap = 10.38 eV

***

Entry 3:
The following is a quantum chemistry calculation of 2 unconnected molecules or ions with the total composition C4H8O2, from the OMol25 dataset.

CARTESIAN COORDINATES (ANGSTROEM)
C (2.73532, 1.07682, 0.12539)
C (1.63163, 0.38073, 0.29668)
C (0.28054, 1.01640, 0.36735)
H (3.68736, 0.57781, -0.00451)
H (2.63483, 2.15468, 0.05991)
H (1.66018, -0.69605, 0.43415)
H (0.31174, 2.07701, 0.58989)
H (-0.25034, 0.97709, -0.58800)
H (-0.37169, 0.61391, 1.14703)
O (-2.68747, -1.25597, -1.98889)
C (-2.72746, -1.51626, -0.83068)
O (-1.57722, -1.73536, -0.15476)
H (-3.61443, -1.57835, -0.18469)
H (-1.71297, -2.09247, 0.73113)

Calculated values
HOMO level = -0.353 Ha
SMILES string = C=CC.O=CO
LUMO level = 0.49 eV
spin multiplicity = 1
total charge = 0
orbital gap = 10.09 eV

***

Entry 4:
The following is a quantum chemistry calculation of C6H9NS in the gas phase in a non-equilibrium geometry, from the OMol25 dataset.

CARTESIAN COORDINATES (ANGSTROEM)
C (1.39075, 2.12538, -0.04029)
C (1.17145, 0.82997, 0.19445)
S (2.34444, -0.48649, -0.07767)
C (0.99433, -1.87263, 0.05102)
C (-0.15541, -0.98442, -0.20860)
C (-0.02581, 0.13390, 0.87400)
N (-1.23907, -0.43957, 0.46556)
C (-2.23927, 0.21193, -0.31807)
H (2.31701, 2.43495, -0.43284)
H (0.70034, 2.93898, 0.20417)
H (0.96614, -2.31030, 1.04730)
H (1.19778, -2.66182, -0.64305)
H (-0.14838, -0.63710, -1.27575)
H (0.26176, -0.28876, 1.79617)
H (-2.81601, 0.89169, 0.30522)
H (-1.81847, 0.68616, -1.26870)
H (-2.90157, -0.57185, -0.67292)

Calculated values
HOMO level = -0.304 Ha
SMILES string = C=C1SC[C@@H]2[C@@H]1N2C
LUMO level = 0.84 eV
spin multiplicity = 1
total charge = 0
orbital gap = 9.11 eV

***

Entry 5:
The following is a quantum chemistry calculation of C7H8 in the gas phase in a non-equilibrium geometry, from the OMol25 dataset.

CARTESIAN COORDINATES (ANGSTROEM)
C (-0.11943, 0.93666, 0.93109)
C (0.31687, -0.38654, 1.54962)
C (-1.48470, 0.75471, 0.30936)
C (-0.29215, -1.32412, 0.56654)
C (-1.28352, -0.63925, -0.14732)
C (0.66175, -0.03895, 0.15305)
C (1.65851, -0.09992, -0.88143)
H (0.30741, 1.83931, 1.16779)
H (-2.19573, 0.96969, 0.98455)
H (-1.53004, 1.43743, -0.49825)
H (0.17268, -2.24580, 0.49175)
H (-1.79367, -0.97799, -1.02781)
H (1.15510, -0.72825, -1.65583)
H (2.67834, -0.39460, -0.42981)
H (1.74859, 0.89761, -1.51331)

Calculated values
HOMO level (alpha / beta) = -0.281 / -0.281 Ha
LUMO level (alpha / beta) = 0.71 / 0.71 eV
spin multiplicity = 1
total charge = 0
orbital gap (alpha / beta) = 8.36 / 8.36 eV

***

Entry 6:
The following is a quantum chemistry calculation of 3 unconnected molecules or ions with the total composition C5H13NO7S in a non-equilibrium geometry, from the OMol25 dataset.

CARTESIAN COORDINATES (ANGSTROEM)
C (-1.57685, -1.62973, 1.38277)
C (0.47793, 0.28919, 2.76583)
C (-1.88450, -0.04542, 1.20317)
C (-0.61825, 0.63034, 0.71578)
C (2.92024, 1.37351, -0.95232)
N (0.44655, 0.73307, 1.43486)
O (-1.76566, -0.07911, -2.28036)
O (0.32995, 0.03015, -3.55223)
O (-1.04892, -2.22482, -3.20371)
O (-2.93495, 0.10595, 0.24872)
O (2.28843, 0.60009, -1.64897)
O (3.94573, 2.00986, -1.45587)
O (2.67682, 1.75119, 0.32608)
S (-1.17039, -0.53607, -3.50958)
H (-2.46889, -2.22144, 1.34599)
H (-1.20026, -1.63423, 2.42849)
H (-0.83747, -2.16399, 0.69701)
H (1.29890, -0.34648, 2.92388)
H (0.66467, 1.04205, 3.55271)
H (-0.44481, -0.30195, 2.99098)
H (-2.24832, 0.30927, 2.17660)
H (1.69490, 1.47158, 0.58591)
H (-0.52313, -2.73272, -3.89631)
H (-2.55898, -0.28648, -0.51368)
H (0.92164, 0.09187, -2.87752)
H (4.19933, 2.66852, -0.67782)
H (-0.58374, 1.09581, -0.21043)

Calculated values
HOMO level = -0.364 Ha
LUMO level = 0.56 eV
spin multiplicity = 1
total charge = 0
orbital gap = 10.46 eV

***

Entry 7:
The following is a quantum chemistry calculation of a molecular structure, C25H24BF4Ir in a non-equilibrium geometry, from the OMol25 dataset.

CARTESIAN COORDINATES (ANGSTROEM)
Ir (1.80722, -0.71341, 0.21334)
C (3.88195, 2.35283, 2.88098)
C (2.79730, 1.31882, 2.55934)
C (1.40805, 1.89295, 2.80911)
C (2.98733, 0.81387, 1.15010)
C (3.99351, -0.15890, 0.89619)
C (4.32884, -0.56145, -0.41145)
C (3.69586, -0.08418, -1.54941)
C (4.08035, -0.55961, -2.92061)
C (2.59773, 0.74929, -1.31786)
C (2.25515, 1.21972, -0.01331)
H (3.77976, 2.70523, 3.90811)
H (3.79586, 3.21693, 2.21763)
H (4.88076, 1.93193, 2.76194)
H (2.93841, 0.45183, 3.20963)
H (1.26246, 2.83080, 2.26700)
H (1.28227, 2.10952, 3.87027)
H (0.63187, 1.18924, 2.50538)
H (4.46149, -0.68707, 1.71572)
H (5.05261, -1.36235, -0.51256)
H (3.83990, -1.61722, -3.04076)
H (5.15081, -0.44323, -3.08964)
H (3.55198, -0.00089, -3.69213)
H (1.99640, 1.09536, -2.15040)
H (1.42877, 1.91089, 0.08822)
C (0.00995, -0.54756, -0.09943)
C (-1.22088, -0.39927, -0.32440)
C (-2.52576, -0.24231, -0.56237)
C (-2.96846, 0.75662, -1.56257)
C (-4.14107, 1.49115, -1.37518)
C (-4.51422, 2.45955, -2.29284)
C (-3.73094, 2.69481, -3.41451)
C (-2.56504, 1.96631, -3.60993)
C (-2.18136, 1.00953, -2.68589)
C (-3.51721, -1.05309, 0.17664)
C (-4.70992, -1.45565, -0.42855)
C (-5.60458, -2.26011, 0.25723)
C (-5.32535, -2.66017, 1.55695)
C (-4.14186, -2.26427, 2.16564)
C (-3.23904, -1.47301, 1.47737)
H (-4.74701, 1.31376, -0.49643)
H (-5.41754, 3.03313, -2.13172)
H (-4.02873, 3.44489, -4.13552)
H (-1.95634, 2.14300, -4.48716)
H (-1.27468, 0.43488, -2.82777)
H (-4.92086, -1.15563, -1.44649)
H (-6.51889, -2.58060, -0.22460)
H (-6.02649, -3.28658, 2.09284)
H (-3.92062, -2.57747, 3.17727)
H (-2.30804, -1.16966, 1.93914)
F (2.44131, -2.96547, -0.31604)
B (2.73865, -3.49899, 1.00785)
F (2.08697, -2.57230, 1.88074)
F (2.22796, -4.75888, 1.13673)
F (4.11346, -3.42751, 1.19814)

Calculated values
HOMO level (alpha / beta) = -0.279 / -0.279 Ha
LUMO level (alpha / beta) = -1.49 / -1.49 eV
spin multiplicity = 1
total charge = 0
orbital gap (alpha / beta) = 6.11 / 6.10 eV

***

Entry 8:
The following is a quantum chemistry calculation of a molecular structure, C4H4EuLiO5 in a non-equilibrium geometry, from the OMol25 dataset.

CARTESIAN COORDINATES (ANGSTROEM)
O (-1.57242, 1.75096, -2.70408)
C (-2.00777, 1.53686, -1.52803)
C (-0.88469, -0.42301, -3.00311)
O (-1.84777, 2.25904, -0.53677)
O (-2.46458, 0.28673, -1.30202)
C (-2.27394, -0.63172, -2.37840)
H (-0.59982, -1.37234, -3.47431)
H (-0.73006, 0.18980, -3.89355)
H (-2.36256, -1.62663, -1.92912)
H (-3.05162, -0.50077, -3.14090)
O (1.00383, -1.41330, -1.36729)
C (0.37393, -0.38884, -1.75939)
O (0.85309, 0.75960, -1.38656)
Li (0.03874, 2.54669, -1.44634)
Eu (2.71869, -0.29862, -0.13083)

Calculated values
HOMO level (alpha / beta) = -0.420 / -0.420 Ha
LUMO level (alpha / beta) = -5.97 / -5.80 eV
spin multiplicity = 8
total charge = +1
orbital gap (alpha / beta) = 5.47 / 5.64 eV

***

Energy above the lowest of the compared OMol25 structures with the same formula, charge and spin? In order: 107.3 35.4 36.2 99.0 149.0 3.5 1.7 0.0 kcal/mol.
DFT total energy? In order: -12960.05485 -7230.79075 -8371.71055 -18688.91729 -7382.28674 -32052.22508 -40702.94263 -33978.77710 eV.